[1]
21
Properties=species:S:1:pos:R:3:forces:R:3 method="wB97M-V/def2-TZVPD" charge=0 relative_energy_kcal_mol=2.5 smiles="Cc1c[nH]cn1.CC(N)=O" e_lumo_ev=0.77 largest_force_ev_per_a=1.10 homo_lumo_gap_ha=0.341
C 0.494111 -1.238305 -3.061647 -0.355 0.939 0.438
C -0.026264 -0.101567 -2.206751 -0.269 -0.665 -0.421
C -0.939093 -0.158975 -1.192342 -0.177 0.270 0.095
N -1.215489 1.153157 -0.877433 0.122 0.397 0.369
C -0.461417 1.924801 -1.688270 0.277 0.131 -0.356
N 0.255629 1.209720 -2.514024 0.145 -0.080 -0.081
H 1.265852 -1.810178 -2.549050 0.101 -0.027 -0.189
H 0.860785 -0.763103 -3.970090 0.254 -0.335 -0.032
H -0.339369 -1.885467 -3.314165 0.035 -0.257 -0.080
H -1.488836 -0.941961 -0.701188 0.255 -0.153 -0.013
H -1.602446 1.482154 -0.005664 -0.294 -0.316 -0.080
H -0.479913 3.001889 -1.705144 -0.067 0.041 0.270
C 0.230386 -0.395746 3.724709 0.283 0.703 -0.144
C -0.064915 -0.221998 2.249105 0.205 0.194 0.338
N 1.016194 -0.033161 1.456152 -0.117 -0.007 -0.210
O -1.203339 -0.133203 1.824345 -0.162 -0.109 0.038
H -0.185571 -1.304533 4.150406 -0.092 0.086 -0.065
H -0.202968 0.498736 4.179654 -0.294 -0.312 0.220
H 1.294518 -0.301102 3.936455 0.084 -0.389 -0.018
H 0.832435 0.161182 0.481831 0.194 -0.130 -0.054
H 1.959711 -0.142341 1.783111 -0.128 0.019 -0.027

***

[2]
22
Properties=species:S:1:pos:R:3:forces:R:3 method="wB97M-V/def2-TZVPD" charge=0 relative_energy_kcal_mol=36.0 e_lumo_ev=0.70 largest_force_ev_per_a=4.27 homo_lumo_gap_ha=0.327
C 0.181809 -0.808136 -1.062115 -0.974 -1.415 0.330
C -0.692366 0.433384 1.930482 1.181 -0.450 0.580
C -1.055570 0.075277 -0.856632 3.281 1.057 -1.947
C -0.586715 1.400334 -0.341953 0.688 2.927 -0.187
C 1.499395 0.426076 0.680978 0.489 -2.827 -0.682
C 0.250329 1.181915 0.977110 -1.723 -0.934 -2.013
N 1.215463 -0.892822 -0.264714 -1.026 3.374 2.271
N 0.089831 -1.921550 -1.874158 2.620 -0.278 -3.356
N -0.371463 -0.835471 2.302211 0.713 -2.232 -0.505
O 2.113644 -1.806091 -0.313967 0.208 0.067 -0.164
O -1.658442 0.971935 2.395771 -1.205 0.777 -0.092
H -1.686015 0.122759 -1.730512 0.310 0.142 -0.717
H -1.688833 -0.295079 -0.156590 -1.696 -1.705 2.331
H 0.049962 2.060275 -1.053021 -0.733 -1.569 0.776
H -1.446242 2.081068 -0.176926 0.335 -0.562 0.421
H 2.311318 0.719897 0.044660 0.137 1.582 -0.040
H 1.947016 0.187216 1.656781 0.048 -0.847 -0.529
H 0.420452 2.111095 1.437779 0.521 1.274 0.524
H -0.094334 -1.689487 -2.930386 0.036 -0.380 2.740
H 1.154889 -2.261009 -1.839204 -2.622 0.107 -0.077
H 0.484083 -1.340784 1.941013 -1.747 0.912 0.476
H -1.159768 -1.444201 2.611504 1.158 0.983 -0.141

***

[3]
26
Properties=species:S:1:pos:R:3:forces:R:3 method="wB97M-V/def2-TZVPD" charge=+1 relative_energy_kcal_mol=27.5 e_lumo_ev=-5.04 largest_force_ev_per_a=4.43 homo_lumo_gap_ha=0.231
C -3.976808 -0.892883 0.068278 0.103 0.249 0.580
C 1.924922 -0.429877 -0.426514 -0.927 -0.062 1.187
C -0.512746 2.306700 -0.481977 -1.919 -0.675 2.380
C -1.860449 2.148959 0.386645 0.718 1.327 -2.218
C -0.233820 0.872285 -0.862247 1.730 -0.467 -1.914
C 3.710359 -1.938901 0.325302 -0.557 -0.449 -4.373
N -1.777506 -1.006070 -0.877306 1.489 -1.346 -1.763
N -1.534045 0.178577 -0.524211 -1.866 0.591 1.128
N -3.052089 -1.436967 -0.641077 0.823 3.398 2.333
N 0.789571 0.325313 -0.017297 -0.498 0.099 0.315
N 2.692269 -0.947315 0.566493 0.886 0.283 -1.988
N -2.363637 0.853206 0.162713 -0.173 -1.562 -0.352
O 2.158610 -0.624605 -1.580788 0.261 -0.148 -1.630
O 2.257819 -0.705089 1.802055 -1.379 0.865 3.232
S -5.190512 -0.684183 0.950128 -0.295 0.085 -0.031
H -0.676318 3.031967 -1.273395 0.489 -0.131 0.067
H 0.194820 2.520416 0.315182 0.532 0.917 -0.853
H -1.724115 2.309650 1.414920 0.256 0.308 1.459
H -2.579755 2.851819 0.012654 -0.487 0.529 0.078
H -0.094138 0.747891 -1.984128 0.291 -0.298 1.611
H 4.114586 -2.343785 1.196037 0.386 -0.565 1.505
H 3.233300 -2.710603 -0.357836 0.479 0.254 1.230
H 4.539619 -1.626319 -0.374106 -0.708 0.454 1.140
H -3.301983 -2.120662 -1.245007 -0.879 -2.979 -2.231
H 0.540007 0.519419 0.955350 0.999 -0.521 -0.305
H 2.722027 -1.198933 2.490125 0.246 -0.153 -0.588

***

Copy entry 2 word for word.
22
Properties=species:S:1:pos:R:3:forces:R:3 method="wB97M-V/def2-TZVPD" charge=0 relative_energy_kcal_mol=36.0 e_lumo_ev=0.70 largest_force_ev_per_a=4.27 homo_lumo_gap_ha=0.327
C 0.181809 -0.808136 -1.062115 -0.974 -1.415 0.330
C -0.692366 0.433384 1.930482 1.181 -0.450 0.580
C -1.055570 0.075277 -0.856632 3.281 1.057 -1.947
C -0.586715 1.400334 -0.341953 0.688 2.927 -0.187
C 1.499395 0.426076 0.680978 0.489 -2.827 -0.682
C 0.250329 1.181915 0.977110 -1.723 -0.934 -2.013
N 1.215463 -0.892822 -0.264714 -1.026 3.374 2.271
N 0.089831 -1.921550 -1.874158 2.620 -0.278 -3.356
N -0.371463 -0.835471 2.302211 0.713 -2.232 -0.505
O 2.113644 -1.806091 -0.313967 0.208 0.067 -0.164
O -1.658442 0.971935 2.395771 -1.205 0.777 -0.092
H -1.686015 0.122759 -1.730512 0.310 0.142 -0.717
H -1.688833 -0.295079 -0.156590 -1.696 -1.705 2.331
H 0.049962 2.060275 -1.053021 -0.733 -1.569 0.776
H -1.446242 2.081068 -0.176926 0.335 -0.562 0.421
H 2.311318 0.719897 0.044660 0.137 1.582 -0.040
H 1.947016 0.187216 1.656781 0.048 -0.847 -0.529
H 0.420452 2.111095 1.437779 0.521 1.274 0.524
H -0.094334 -1.689487 -2.930386 0.036 -0.380 2.740
H 1.154889 -2.261009 -1.839204 -2.622 0.107 -0.077
H 0.484083 -1.340784 1.941013 -1.747 0.912 0.476
H -1.159768 -1.444201 2.611504 1.158 0.983 -0.141